[1]
The following is a quantum chemistry calculation of a 2-piece molecular cluster, CH5NO overall in a non-equilibrium geometry, from OMol25.

The value obtained for the gap between HOMO and LUMO is 9.27 eV. As for the relative energy (zero: lowest compared OMol25 entry of this formula, charge and spin): 63.4 kcal/mol.

Structure (XYZ):
```
8
Properties=species:S:1:pos:R:3:forces:R:3
N 0.0567 -0.3702 -1.9804 0.2 0.4 -1.9
O 0.1718 -0.1921 -3.1819 -0.3 -0.5 2.0
H -0.3479 -1.3323 -1.8111 0.0 0.1 -0.2
C -0.0132 0.3490 1.4171 0.6 1.1 0.0
H -0.5414 -0.1051 0.5851 -0.2 -0.1 0.2
H 0.4976 -0.3831 2.0522 -0.7 0.1 0.1
H -0.6329 1.1133 1.9458 0.3 -1.0 -0.2
H 0.8094 0.9205 0.9732 -0.1 0.0 -0.1
```
Positions in Å, forces in eV/Å.



[2]
The following is a quantum chemistry calculation of a 19-piece molecular cluster, H37O19 overall in a non-equilibrium geometry, from OMol25.

The total charge is -1. The value obtained for the gap between HOMO and LUMO is 9.85 eV. As for the relative energy (zero: lowest compared OMol25 entry of this formula, charge and spin): 164.6 kcal/mol.

Structure (XYZ):
```
56
Properties=species:S:1:pos:R:3:forces:R:3
O 2.0348 -2.6180 -3.3447 -0.6 0.5 3.4
H -4.0012 -0.1248 -0.9999 -1.4 0.5 0.3
H -1.9048 0.7772 3.4073 2.5 2.9 -3.9
O -0.0282 -0.0901 -2.0005 5.1 0.9 2.2
H -2.1240 -0.4821 1.5424 3.0 2.1 -0.3
H 0.5912 -0.4256 -1.0667 -0.7 1.6 -0.6
O -2.2488 0.3653 4.1133 -3.9 -5.0 2.0
H 0.2022 -4.3372 0.2624 3.7 2.2 1.6
H 0.5127 0.4825 1.0199 -0.3 0.9 -0.2
O 0.5611 0.9649 -4.2596 -0.9 3.3 5.0
H 0.5686 0.6389 -3.2444 0.2 -0.7 -3.1
H 0.1863 1.8551 -3.8022 1.1 -2.1 -2.6
O 1.2077 2.9015 3.3620 -2.7 -0.3 -1.9
H 0.5016 2.5409 2.5855 2.7 0.0 2.8
H 0.2483 4.6244 1.5198 0.5 1.8 -0.3
O 2.2670 -2.6720 0.0643 -0.8 -1.3 -2.9
H -1.1455 -1.0910 -3.9128 -0.1 0.7 4.7
H 1.8257 2.1971 3.5566 0.1 -0.7 -0.2
O -0.0312 1.2566 1.5077 -1.2 0.6 -0.2
H -0.6713 3.8224 1.1804 -1.6 -3.6 -0.9
H -0.5226 1.7327 0.7939 0.5 -0.8 0.4
O -0.6838 4.7320 1.2369 0.4 2.1 0.8
H 2.2197 3.4165 0.8478 1.3 -2.2 -2.0
O -1.4246 1.8482 -1.2650 0.9 0.8 7.6
H -0.4445 -1.5266 -4.9673 0.5 -0.1 -1.2
H -1.1157 1.1521 -1.6967 2.2 -4.4 -3.5
O -0.5842 -4.7155 0.0730 -5.7 -1.6 -1.0
H -3.5189 -0.5216 1.9571 -2.1 1.4 0.5
H -1.3822 -4.1599 0.3685 2.3 -0.8 -0.5
O 1.3309 -0.2524 0.1639 0.4 0.0 -1.0
H 2.5064 -1.7942 0.2682 0.5 2.1 0.5
H 2.2252 -3.1370 1.6229 -0.9 -1.1 0.7
O -2.8425 -1.0359 1.6000 -1.0 -3.0 -0.5
H 1.5341 -2.4732 -0.5800 0.9 -0.7 1.3
H -2.4991 -3.0931 -1.1936 -0.3 0.1 2.6
O -1.2785 -1.0883 -4.7970 -0.5 -0.8 -3.7
H -2.9064 -1.9569 -0.1572 0.5 -2.0 0.6
H 1.9332 0.4574 -0.1282 -0.1 -0.5 0.1
O 1.8395 4.1320 1.2682 -0.4 1.3 3.5
H -2.7493 -0.4062 3.5989 1.7 2.1 2.2
H 2.2846 1.8934 -1.3028 -2.8 0.2 -0.1
O 2.6069 0.0118 2.8806 -4.6 0.1 -0.3
H -1.8891 2.4587 -1.6640 -3.5 4.5 -3.7
H 2.3915 0.0799 1.9319 1.3 0.0 -0.5
O -2.6410 -2.9311 -0.1882 -0.3 1.6 -3.3
H 1.0674 -2.7844 2.4816 0.0 -0.5 0.2
H 1.7739 -2.0278 -2.4891 1.1 -2.3 -3.2
O 1.5994 -3.5681 2.2630 0.3 0.9 0.3
H 1.8082 3.7114 2.2549 0.0 1.2 -1.8
H 1.5498 -0.0349 3.0017 3.2 0.0 0.9
O -4.7482 0.4762 -0.7364 1.0 -1.9 -0.5
H -4.2422 1.2666 -0.6669 0.4 1.5 0.3
H -0.7416 -0.6195 -2.0019 -3.9 -3.2 -0.2
O 3.1932 1.9500 -1.1619 2.8 -0.6 -2.3
H 2.3173 -3.5162 -2.9874 -0.6 1.9 -0.4
H 3.4807 1.7379 -2.1201 -0.2 0.5 2.3
```
Positions in Å, forces in eV/Å.



[3]
The following is a quantum chemistry calculation of a 2-piece molecular cluster, C12H17N overall in a non-equilibrium geometry, from OMol25.

The value obtained for the gap between HOMO and LUMO is 8.89 eV. As for the relative energy (zero: lowest compared OMol25 entry of this formula, charge and spin): 19.6 kcal/mol.

Structure (XYZ):
```
30
Properties=species:S:1:pos:R:3:forces:R:3
C -1.7008 0.6813 -1.4052 0.5 0.5 1.1
C -1.5999 -0.7637 -1.0517 -0.5 -0.2 0.3
C -1.8255 -1.8296 -1.8561 0.8 -0.2 -0.6
N -1.3726 -3.0047 -1.2649 -0.1 0.2 0.8
C -0.9742 -2.6758 0.0328 -0.3 -1.0 -0.6
C -0.3529 -3.5567 0.9311 0.3 1.6 -0.4
C 0.0469 -2.9545 2.1066 0.4 -0.3 0.3
C -0.2164 -1.6109 2.3974 -0.3 0.5 -0.2
C -0.8148 -0.7698 1.4775 -0.2 0.0 -0.7
C -1.1709 -1.3076 0.2244 0.5 0.0 0.3
H -1.0881 1.2613 -0.6972 0.1 -0.2 -0.2
H -2.6876 1.0964 -1.2334 -0.4 0.0 -0.4
H -1.3056 0.9135 -2.3867 -0.3 0.0 -0.3
H -2.0133 -1.8369 -2.9196 -0.4 0.1 0.1
H -1.7979 -3.9104 -1.3978 0.1 0.1 -0.4
H 0.0586 -4.4607 0.5134 -0.3 -0.5 0.5
H 0.6767 -3.4589 2.8267 -0.1 -0.4 0.0
H 0.1257 -1.2119 3.3411 -0.1 0.0 0.1
H -1.0247 0.2828 1.6503 0.3 -0.1 0.3
C 0.8216 2.6738 0.8061 1.1 -0.1 1.3
C 2.0801 3.0828 0.0376 -0.4 -0.1 -0.4
C 2.3516 2.2633 -1.2390 -0.7 0.7 0.2
H 0.8282 1.6084 1.0633 -0.3 -0.1 -0.8
H 0.9557 3.0614 1.8240 -0.5 0.5 -0.1
H -0.1130 3.0399 0.3912 0.0 -0.2 -0.1
H 2.9236 2.9927 0.7116 0.3 0.0 0.1
H 2.0227 4.1423 -0.2089 -0.1 0.1 0.0
H 2.6810 2.9194 -2.0419 0.5 -0.1 0.0
H 1.4199 1.8472 -1.6272 0.0 -0.3 0.2
H 3.0660 1.4860 -1.0055 0.1 -0.3 -0.4
```
Positions in Å, forces in eV/Å.



[4]
The following is a quantum chemistry calculation of CH4N2O2 as an isolated structure in a non-equilibrium geometry, from OMol25.

The value obtained for the gap between HOMO and LUMO is 10.43 eV. As for the relative energy (zero: lowest compared OMol25 entry of this formula, charge and spin): 81.3 kcal/mol.

Structure (XYZ):
```
9
Properties=species:S:1:pos:R:3:forces:R:3
C -0.5252 -0.8425 1.1382 -0.6 -2.9 1.5
N 0.7821 1.0045 0.4239 -0.6 0.1 0.5
N -0.2711 0.1918 0.3031 -0.1 -0.8 -4.3
O -0.2871 -0.7595 2.3067 0.4 0.3 0.9
O -0.2826 -0.5869 -1.2440 -1.4 0.9 1.6
H -1.0629 -1.8278 0.8209 0.7 2.0 -0.6
H 0.5724 1.9731 0.5786 -0.4 0.1 -0.5
H 1.6720 0.8537 -0.0136 0.1 -0.9 0.0
H -1.2153 -0.9576 -1.4333 1.9 1.2 0.9
```
Positions in Å, forces in eV/Å.



> gap between HOMO and LUMO of number 2 (H37O19)?

9.85 eV



> Which formula does entry 4 have?

CH4N2O2



> relative energy (zero: lowest compared OMol25 entry of this formula, charge and spin) of number 1 (CH5NO)?

63.4 kcal/mol